No. 1
DFT (wB97M-V/def2-TZVPD) results for a structure of composition C2H3EuO2 at a distorted geometry.

For the orbital gap (alpha / beta), the calculation gives 5.28 / 9.45 eV. The energy relative to the best compared isomer or geometry (same formula, charge and spin) is 0.000 eV. The calculation puts the HOMO energy (alpha / beta) at -5.1 / -9.5 eV. As for the electronic energy: -25542.4542 eV. The maximum force comes out at 3.43 eV Å⁻¹. The LUMO energy (alpha / beta) is 0.160 / -0.046 eV. As for the spin multiplicity: 9. Its expectation value of S² is 20.01. Its charge is 0.

Atoms and positions in Å:
O: 1.0091 1.5570 2.2522
H: 0.0156 -1.6884 -2.1573
Eu: -0.7358 -1.9757 0.6758
O: 0.3109 -1.3592 -1.3037
C: -0.2088 0.8026 0.2307
C: 0.4525 1.2426 1.2751
H: 0.3598 0.2316 -0.9795
H: -1.2032 1.1895 0.0067

Forces on atoms 1 to 3 (eV/Å):
O -0.17 -0.27 -0.74
H 0.22 0.05 -0.18
Eu 0.34 0.29 -0.44

Which charges does Mulliken predict for the atoms? In e, they are: -0.39, 0.24, 0.70, -0.89, -1.58, 1.14, 0.42, 0.36

No. 2
DFT (wB97M-V/def2-TZVPD) results for an isolated molecule of C24H30N6O4 at a distorted geometry.

For the orbital gap, the calculation gives 8.58 eV. The energy relative to the best compared isomer or geometry (same formula, charge and spin) is 2.951 eV. The calculation puts the HOMO energy at -8.0 eV. As for the electronic energy: -42504.6879 eV. The maximum force comes out at 1.44 eV Å⁻¹. The LUMO energy is 0.618 eV. The structure (SMILES) is COc1ccc(Cn2nnnc2[C@@H](c2cc(OC)ccc2OC)N2CCC(C(N)=O)CC2)cc1. Its charge is 0.

Atoms and positions in Å:
H: 0.3445 -3.6589 -0.0689
C: -0.6262 -0.9117 1.4878
N: 0.9812 2.9565 2.7126
N: 1.6629 2.0700 3.3078
H: -6.3883 -0.4566 -1.4295
C: 3.2966 -0.7341 0.2156
H: 6.0203 -3.1682 1.5253
N: 0.6370 2.4684 1.5183
H: -2.1046 2.5897 2.3510
C: 1.0423 0.3405 0.2445
H: -0.3141 4.1966 1.0295
H: -0.6924 -1.0196 -1.1971
H: -4.6430 -1.5762 0.5580
H: -1.9115 -4.0356 0.7805
C: 0.0825 -1.6145 -0.6856
C: -0.1561 3.2142 0.5750
C: -5.4190 0.0212 -1.5661
H: -3.7717 -2.3808 1.8112
H: 3.1896 3.4501 -2.6388
H: 2.5859 2.1993 -3.7641
C: 2.8710 1.0608 -1.3431
H: 0.4139 3.3279 -0.3518
C: 5.0130 -0.0314 -1.2978
H: -1.8518 -2.2790 2.6051
C: -2.8322 -2.3015 -0.0273
H: -0.2446 -2.8889 2.2078
N: -3.8541 -2.1376 0.8411
C: -1.0937 -2.3231 1.8213
N: 0.4861 -0.9728 0.5576
N: 1.8023 0.9840 2.5608
H: -1.4729 -0.3321 1.0758
C: -3.8529 1.1391 -0.1618
C: -2.9809 1.4070 -1.2109
C: -3.5246 1.5778 1.1234
C: -2.3499 2.2622 1.3510
H: 4.8568 -1.9760 2.1611
C: 4.1654 0.9202 -1.8295
H: 4.5314 1.5541 -2.6211
C: 4.5935 -0.8647 -0.2636
H: 4.3117 -3.2417 1.0251
H: -4.2091 1.3689 1.9308
O: 1.9688 1.9997 -1.7922
H: 0.4076 0.8588 -0.4927
C: -0.4541 -3.0230 -0.4533
H: 0.9604 -1.6616 -1.3352
C: -1.6065 -3.0069 0.5525
H: 1.4731 3.4239 -3.1081
C: 5.1383 -2.5745 1.2896
H: -4.6998 -0.7038 -1.9583
C: 1.1598 1.2190 1.4377
H: -5.5263 0.8595 -2.2599
C: -1.4688 2.5223 0.3060
H: -3.1963 1.0700 -2.2111
C: -1.8015 2.0894 -0.9686
O: -2.9244 -1.9486 -1.1850
O: 5.5087 -1.7587 0.2031
C: 2.3411 2.8037 -2.8854
H: -0.2853 -0.4258 2.4040
H: 2.9077 -1.3445 1.0123
H: -1.1283 2.2818 -1.7922
O: -5.0302 0.4674 -0.2802
H: -0.7971 -3.4243 -1.4073
C: 2.4392 0.2084 -0.3250
H: 6.0190 -0.1355 -1.6714

Forces on atoms 1 to 3 (eV/Å):
H 0.01 -0.05 0.01
C -0.15 -0.08 0.31
N -0.55 1.19 -0.12

natural (NBO) atomic charge list, values in e, 8 entries: 0.21, -0.24, -0.08, -0.07, 0.20, -0.29, 0.20, -0.19

No. 3
DFT (wB97M-V/def2-TZVPD) results for a structure of composition C16H21Cl5IrNOPS at a distorted geometry.

For the orbital gap (alpha / beta), the calculation gives 5.59 / 5.38 eV. The calculation puts the HOMO energy (alpha / beta) at -15.0 / -15.0 eV. As for the electronic energy: -106026.5735 eV. The maximum force comes out at 4.16 eV Å⁻¹. The LUMO energy (alpha / beta) is -9.363 / -9.580 eV. As for the spin multiplicity: 2. Its expectation value of S² is 0.78. Its charge is +2.

Atoms and positions in Å:
H: 0.1899 -3.4120 -0.1504
C: -0.2187 5.3523 2.3527
Cl: -2.6258 6.5612 2.3765
H: -1.6317 -4.9075 1.8619
H: -2.5453 -0.0754 2.8284
C: -1.5888 5.2717 2.0378
Cl: 0.3907 6.7750 3.0726
C: -2.3053 -0.6922 3.6949
H: -0.8596 -2.0088 -0.4751
H: 0.0784 -4.5993 2.0873
C: 1.6688 -2.1624 2.5457
C: -1.0906 -2.8597 1.5230
P: -0.0372 -1.4726 2.2193
C: 2.3220 -0.8166 -1.7784
C: 1.8271 -2.8697 3.8875
H: 3.6905 -1.5183 2.2004
C: -0.1295 0.3887 4.2808
Cl: -1.8561 1.6243 0.4128
H: -0.3111 1.1866 3.5607
C: 2.7217 -1.0633 2.3882
C: 0.6437 4.2896 2.0804
H: 1.8004 -2.8923 1.7345
H: -2.1252 -2.5190 1.6405
H: 1.7164 -2.1806 4.7216
N: 1.5008 -0.4359 -1.0135
C: -0.7992 -2.9939 0.0283
Cl: -3.7467 4.0008 1.0151
Cl: 2.2933 4.3859 2.4359
H: 2.4896 -0.3929 1.5535
H: 0.9441 0.2772 4.4014
H: -2.8472 -1.6301 3.6205
Ir: 0.1579 0.1254 0.3144
H: -2.6757 -0.1761 4.5797
O: 0.9227 2.0942 1.2685
C: 0.1551 3.0627 1.4765
C: -2.0972 4.0937 1.4214
C: -0.8012 -0.9061 3.8315
H: 2.8102 -0.4696 3.2936
H: -1.5300 -3.6504 -0.4405
H: -0.5373 0.7029 5.2402
H: 1.1323 -3.6965 4.0055
S: 3.4319 -1.3712 -2.7594
H: -0.6068 -1.6931 4.5677
C: -0.9141 -4.1860 2.2499
C: -1.2435 3.0389 1.1633
H: -1.0990 -4.0831 3.3172
H: 2.8325 -3.2871 3.9372

Forces on atoms 1 to 3 (eV/Å):
H 0.10 0.06 -0.07
C 0.50 -0.06 0.06
Cl 0.27 -0.38 -0.11

natural (NBO) atomic charge list, values in e, 8 entries: 0.23, -0.11, 0.24, 0.26, 0.20, 0.00, 0.16, -0.62

No. 4
DFT (wB97M-V/def2-TZVPD) results for a structure of composition C6H8O2 at a distorted geometry.

For the orbital gap, the calculation gives 9.26 eV. The energy relative to the best compared isomer or geometry (same formula, charge and spin) is 10.471 eV. The calculation puts the HOMO energy at -8.3 eV. As for the electronic energy: -10436.2551 eV. The maximum force comes out at 9.36 eV Å⁻¹. The LUMO energy is 1.006 eV. Its charge is 0.

Atoms and positions in Å:
O: 0.0175 1.4787 0.2016
H: 1.0131 0.7182 -1.3268
H: -2.9028 -0.0066 -0.7679
C: 1.1138 0.7228 -0.1015
C: 0.9655 -0.7394 0.0174
H: -1.0892 0.5872 -1.3930
H: 0.8410 -0.9200 1.1236
C: -1.0406 -0.7723 0.4049
H: 3.0786 0.0383 -0.6471
O: -0.0650 -1.3597 -0.4274
H: 3.0036 -0.1461 1.0416
C: -1.0899 0.6298 -0.2992
H: -3.0973 0.5406 0.8666
C: 2.3778 -0.0126 0.1101
H: -0.7342 -0.6450 1.5276
C: -2.2820 -0.0148 0.0986

Forces on atoms 1 to 3 (eV/Å):
O -2.67 1.76 2.25
H 1.13 0.39 2.06
H -0.30 -1.21 -0.67

natural (NBO) atomic charge list, values in e, 8 entries: -0.49, 0.11, 0.24, 0.05, 0.07, 0.18, 0.11, 0.03

No. 5
DFT (wB97M-V/def2-TZVPD) results for a structure of composition C38H56As2CoNO2.

For the orbital gap (alpha / beta), the calculation gives 7.75 / 5.73 eV. The energy relative to the best compared isomer or geometry (same formula, charge and spin) is 0.071 eV. The calculation puts the HOMO energy (alpha / beta) at -9.5 / -10.7 eV. As for the electronic energy: -205199.8584 eV. The maximum force comes out at 0.19 eV Å⁻¹. The LUMO energy (alpha / beta) is -1.722 / -4.974 eV. As for the spin multiplicity: 4. Its expectation value of S² is 3.79. Its charge is +1.

Atoms and positions in Å:
H: 5.4677 -3.2920 1.9037
H: -6.4956 1.7740 -0.8619
H: 1.5449 0.9020 3.3469
C: -3.3307 -1.8947 0.9086
C: 2.3729 2.5534 -0.6658
H: -0.3333 -6.7766 -0.1150
C: 0.6545 1.4993 3.1577
H: -0.4935 -5.3244 3.9562
C: 4.2925 3.9409 -0.2213
H: 4.0320 -3.2203 2.9304
C: 4.0522 -1.3148 0.9410
H: -6.1008 -3.9009 2.8466
H: 4.3251 -4.6178 1.8869
H: -0.2533 3.4283 -2.4180
H: 1.6838 -7.0915 1.4289
C: 0.3243 -4.6115 1.4337
H: -6.4838 0.6475 -2.2332
C: -6.7118 -2.9191 0.4061
C: 3.5062 3.2273 -1.1124
Co: -0.0383 0.0030 -0.6347
H: -0.2107 0.9819 3.5696
C: -0.9437 -6.6506 0.7807
C: -5.2567 -3.4078 2.3638
C: 2.8125 3.3239 1.5703
C: 2.5953 0.7140 -3.0684
C: 1.1760 -2.1376 0.4556
H: -1.6830 -3.9319 1.1320
C: -4.1007 0.2903 -0.8039
H: -4.2673 2.0071 -3.7907
C: 2.1676 -3.0651 0.9043
H: 1.6198 -6.5009 3.1002
N: -1.0060 -1.3698 0.2207
H: -2.8855 2.7726 -1.1401
H: -0.4796 4.0131 1.8156
H: -4.3500 2.9495 -0.1596
C: -0.8572 3.1879 1.2135
C: 4.4057 -3.5336 1.9539
C: 1.0253 -6.9054 2.2790
H: -4.3410 0.2604 -3.5443
H: -1.2793 -7.6366 1.1057
C: -0.6400 -3.6678 1.0820
H: -4.3059 3.5885 -1.8051
H: -0.9868 3.5194 0.1843
H: 3.9840 -4.4060 -0.6225
C: 3.9468 3.9841 1.1221
C: -1.0347 -5.8134 3.1444
C: -6.5695 -1.2963 2.3177
H: 2.0706 0.1561 -3.8425
C: -2.3470 -1.1815 0.2186
H: 4.5605 4.5350 1.8226
C: -6.0331 1.5547 -1.8262
As: 1.2880 1.5165 -1.8924
H: -0.0747 2.3605 -3.8202
H: -7.5183 -3.4569 0.9072
H: -2.8674 1.1505 -3.1327
H: 5.1359 -1.2448 1.0472
C: -0.2447 -2.4214 0.6350
C: -5.7787 -2.2944 1.4566
H: 1.2166 3.5227 -3.4177
H: 3.7575 -0.7344 0.0725
H: 5.1752 4.4578 -0.5736
H: -1.8260 -6.0694 0.5102
C: -3.9727 2.7667 -1.1683
H: 3.7877 3.1944 -2.1580
H: -6.2779 2.3755 -2.5009
As: 0.3905 1.6926 1.2449
H: 0.7493 2.4708 3.6396
C: -3.9547 1.1947 -3.1320
H: -7.3804 -1.8160 2.8303
H: 5.2448 -3.1642 -0.6278
C: -4.5122 1.4381 -1.7208
H: 2.5566 3.3726 2.6211
O: 1.4710 -1.0526 -0.1642
C: -4.6567 -1.5562 0.7401
H: -6.1707 -3.6259 -0.2254
H: -4.7115 -4.1681 1.7999
C: 4.1708 -3.3347 -0.5311
H: -7.0121 -0.5006 1.7185
H: 0.6288 -7.8677 2.6037
H: 2.4119 -5.0168 1.6671
C: 2.0144 2.6074 0.6835
H: -3.0540 -2.6773 1.5935
H: 3.6690 -2.8295 -1.3591
C: 0.4585 2.8561 -3.0103
O: -1.7587 0.6609 -1.1071
H: 3.2086 0.0277 -2.4872
H: -1.8240 2.8610 1.5951
C: -5.0066 -0.4860 -0.1366
C: -2.7178 -0.0308 -0.5970
H: -4.6071 -3.0212 3.1518
H: -1.9249 -5.2222 2.9251
H: -7.1656 -2.1665 -0.2388
H: -6.0571 -0.2722 -0.2609
C: 3.6742 -2.7998 0.8203
H: -5.9278 -0.8375 3.0720
C: -0.1383 -5.9852 1.9081
H: -1.3640 -6.7925 3.4955
H: 3.6005 -0.8550 1.8236
C: 1.6950 -4.2752 1.3558
H: 3.2241 1.4696 -3.5345

Forces on atoms 1 to 3 (eV/Å):
H 0.00 0.00 0.01
H 0.00 0.00 0.00
H 0.00 0.00 0.01

Mulliken atomic charge list, values in e, 8 entries: 0.48, 0.40, 0.36, -0.31, 0.09, 0.37, -1.41, 0.36

No. 6
DFT (wB97M-V/def2-TZVPD) results for a cluster of 2 separate species, CHPS3 in total at a distorted geometry.

For the orbital gap, the calculation gives 7.28 eV. The energy relative to the best compared isomer or geometry (same formula, charge and spin) is 0.523 eV. The calculation puts the HOMO energy at -8.9 eV. As for the electronic energy: -42846.3936 eV. The maximum force comes out at 2.76 eV Å⁻¹. The LUMO energy is -1.574 eV. Its charge is 0.

Atoms and positions in Å:
S: 1.1096 2.7324 1.9433
H: -0.2417 -1.5743 -0.0084
P: 0.5215 -1.6682 -1.1224
S: -0.5178 -2.1738 -2.6801
S: -0.9500 0.8210 0.6749
C: 0.0784 1.8628 1.1927

Forces on atoms 1 to 3 (eV/Å):
S 0.10 0.36 -0.30
H -1.65 -0.34 1.09
P 1.67 -0.12 -2.19

Which charges does natural (NBO) predict for the atoms? In e, they are: 0.22, -0.11, 0.43, -0.34, 0.17, -0.37